[1]
10
Properties=species:S:1:pos:R:3:forces:R:3:lowdin_charge:R:1 method="wB97M-V/def2-TZVPD" energy_ev=-11137.6908 e_lumo_ha=0.1596 total_charge=-1 relative_energy_ev=2.530 e_homo_ha=-0.15861 molar_mass_g_mol=103.06
N -2.220488 0.428552 0.025654 0.3 0.0 0.2 -0.01
N -0.802331 0.563940 0.193931 -1.6 2.2 0.3 -0.03
N -0.153906 -0.442078 -0.103372 1.0 -1.7 0.5 -0.33
O -0.709600 -1.475856 -0.570931 0.7 -0.1 0.0 -0.17
N 1.363792 -0.652171 0.627360 -4.1 -1.1 0.3 0.11
C 2.303429 0.122134 0.235143 0.5 0.3 -1.5 -0.63
O 2.448022 0.936417 -0.674977 0.3 0.7 -0.1 -0.11
H -2.535308 -0.452278 -0.359845 0.5 0.0 -0.2 0.03
H -2.809277 1.236556 -0.250833 1.7 -0.6 0.3 0.07
H 3.115664 -0.265216 0.877870 0.8 0.4 0.2 0.09

---

[2]
48
Properties=species:S:1:pos:R:3:forces:R:3:lowdin_charge:R:1 method="wB97M-V/def2-TZVPD" energy_ev=-23003.7769 smiles=CCCC#N.CCCC#N.CCCC#N.CCCC#N e_lumo_ha=0.0073 relative_energy_ev=2.062 e_homo_ha=-0.40871 molar_mass_g_mol=276.43
C 14.865303 -1.562306 5.179533 0.4 -0.7 0.0 -0.10
C 14.667687 -3.022360 4.683696 -0.6 0.4 -0.4 -0.25
C 15.986667 -3.667675 4.212000 0.5 0.3 1.1 -0.20
C 16.959981 -3.810456 5.333534 2.9 -0.9 3.3 -0.21
N 17.719238 -3.973850 6.242494 -3.3 0.8 -3.9 0.12
H 13.990638 -0.919925 5.281499 -0.3 -0.4 -0.5 0.07
H 15.584682 -1.111249 4.496041 0.0 0.4 0.2 0.07
H 15.271036 -1.557705 6.191201 0.4 -0.1 -0.1 0.07
H 14.057770 -3.063933 3.781265 -0.2 0.4 -0.1 0.10
H 14.090347 -3.598870 5.406475 0.4 -0.2 0.2 0.11
H 16.421930 -3.002471 3.466243 0.2 0.0 0.0 0.11
H 15.881942 -4.636089 3.722800 -0.3 0.0 0.2 0.11
C 21.308973 1.676135 3.581913 0.3 -1.4 -0.3 -0.12
C 20.658075 0.894715 2.418749 1.1 -0.3 -1.1 -0.20
C 21.258884 -0.565636 1.933904 -1.4 1.1 1.9 -0.15
C 22.623874 -0.842543 2.236289 5.8 0.6 -0.3 -0.28
N 23.780077 -1.027908 2.411538 -3.9 0.4 -0.3 0.13
H 22.315072 1.981178 3.294127 -0.1 0.3 0.0 0.07
H 21.461391 1.028923 4.445623 -0.3 0.2 0.3 0.07
H 20.682151 2.535721 3.819185 0.2 -0.1 0.1 0.07
H 20.830224 1.558093 1.571172 -0.1 -0.2 -0.4 0.09
H 19.573974 0.879023 2.530940 0.1 -0.6 0.1 0.09
H 21.011694 -0.798607 0.898176 0.0 0.1 0.2 0.11
H 20.945135 -1.371393 2.597559 -1.7 -0.1 -0.1 0.11
C 21.965333 -6.231240 4.893971 -0.2 -0.7 -0.9 -0.09
C 21.624776 -7.656539 4.454545 0.9 -1.1 1.4 -0.27
C 20.515986 -8.301708 5.259890 -1.7 -1.3 0.3 -0.21
C 20.656725 -8.816458 6.650765 0.8 1.5 0.1 -0.22
N 20.797011 -9.213238 7.722504 -0.1 0.0 -0.4 0.13
H 22.070304 -6.102410 5.971225 -0.1 -0.2 -0.1 0.08
H 21.150859 -5.623878 4.499208 0.3 0.6 0.3 0.07
H 22.919283 -6.005958 4.417189 -0.1 0.5 0.0 0.07
H 22.489870 -8.303560 4.599684 0.3 0.0 -0.1 0.11
H 21.361154 -7.769603 3.402974 -0.1 0.4 0.0 0.11
H 20.197865 -9.267126 4.866360 0.2 -0.1 -1.1 0.11
H 19.602269 -7.719126 5.142360 -0.1 0.2 0.6 0.12
C 20.372937 -12.709778 15.396623 0.0 0.1 -1.2 -0.11
C 20.977520 -12.908824 14.017726 -0.1 -0.5 -0.3 -0.28
C 20.594929 -11.861333 12.942470 0.2 -0.2 0.6 -0.18
C 19.154943 -11.852248 12.602081 -3.7 0.0 -0.4 -0.21
N 17.986246 -11.829723 12.395556 4.3 -0.1 0.7 0.13
H 20.754734 -11.760040 15.771226 -0.2 -0.1 0.5 0.08
H 20.727776 -13.584467 15.941694 -0.4 0.4 0.6 0.08
H 19.289953 -12.688353 15.275063 -0.1 0.0 0.6 0.07
H 20.696104 -13.904334 13.674399 0.0 0.0 -0.2 0.11
H 22.050881 -12.964161 14.199215 0.2 0.3 -0.6 0.10
H 21.199056 -12.000448 12.045932 -0.2 0.0 -0.1 0.11
H 20.854143 -10.884650 13.351140 -0.1 0.2 -0.2 0.11

---

[3]
22
Properties=species:S:1:pos:R:3:forces:R:3:mulliken_spin:R:1 method="wB97M-V/def2-TZVPD" energy_ev=-9415.1100 spin_multiplicity=2 e_lumo_ha="0.0209 / 0.0154" relative_energy_ev=2.076 e_homo_ha="-0.10220 / -0.34906" s2=0.75 molar_mass_g_mol=107.18
C 0.686523 -0.912605 -2.152579 1.6 -1.6 -1.3 0.18
C 0.232811 -0.154331 -0.911483 -0.8 0.3 -1.2 0.34
C -0.060971 -1.103884 0.179586 -0.4 -0.5 2.1 0.34
C -0.381217 -0.565857 1.585013 0.3 -0.5 0.8 -0.03
N -1.500599 0.365089 1.540831 -1.7 -1.9 0.2 0.23
N -1.089526 0.561309 -1.228069 0.7 0.0 1.1 2.02
H 0.349891 -1.999150 -2.145896 -0.2 1.4 -0.1 0.03
H 0.370161 -0.420676 -3.141012 0.8 -0.8 1.5 -0.30
H 1.855714 -1.099257 -2.107586 -2.1 0.9 -0.2 0.01
H 1.006720 0.551865 -0.652941 -0.2 0.5 0.2 0.23
H 0.797272 -1.717187 0.299858 1.0 -0.9 0.0 -0.03
H -0.899686 -1.761018 -0.047607 0.1 -0.1 -0.5 -0.14
H -0.609168 -1.479957 2.264079 0.5 1.5 -1.0 -0.01
H 0.474503 0.010478 2.004226 -0.3 -0.8 -0.3 -0.05
H -2.350081 -0.009895 2.022726 1.2 0.8 -0.6 -0.07
H -1.221635 1.239650 1.892783 -0.1 1.2 0.6 -0.13
H -1.164230 0.759881 -2.221472 -0.3 0.2 -0.7 -0.64
H -1.836486 -0.085404 -0.902317 -0.3 0.4 -0.5 -0.51
H -1.240074 1.478333 -0.709912 0.2 -0.3 -0.2 -0.49
H 2.843460 1.719980 1.304907 0.4 -0.1 0.1 0.01
H 1.760328 2.528237 1.957276 -0.5 1.1 1.9 -0.03
O 1.976291 2.094399 1.169590 0.1 -1.0 -1.9 0.05

---

[4]
86
Properties=species:S:1:pos:R:3:forces:R:3:lowdin_charge:R:1 method="wB97M-V/def2-TZVPD" energy_ev=-101146.8620 e_lumo_ha=-0.4077 total_charge=+2 e_homo_ha=-0.46285 molar_mass_g_mol=684.43
Zn -0.412400 10.107360 -1.980600 -0.3 -0.1 0.1 0.69
Cd -5.792650 1.264920 2.769420 0.4 0.2 -0.3 1.50
C -2.995150 6.167370 1.693280 -1.8 -3.6 1.4 0.21
C -2.700240 6.825150 0.513150 2.9 3.4 -1.2 -0.29
C -2.992350 6.226400 -0.882910 3.7 4.7 -2.1 -0.29
O -2.452480 6.713030 -1.946810 -1.7 -1.0 3.5 0.10
C -3.614790 5.048380 -0.910750 -2.1 -4.3 -0.4 0.15
C -3.927260 4.253190 0.227980 -0.3 -1.2 2.5 -0.30
C -3.688740 4.854730 1.650820 -1.3 -1.3 0.6 -0.25
O -4.124620 4.158900 2.603850 1.3 2.1 -1.5 0.02
O -4.328230 3.081640 0.231700 0.2 1.2 -0.8 0.04
O -1.981750 7.860100 0.627630 -1.7 -1.7 -0.8 0.09
H -2.691490 6.464530 2.686200 0.2 0.7 -0.1 0.15
H -3.813190 4.502980 -1.821570 0.1 0.4 -0.5 0.16
C -5.857970 -3.062320 -0.002670 0.3 -0.7 0.3 -0.08
C -7.187710 -2.508400 0.418640 -0.3 -0.7 -1.5 -0.34
O -7.095880 -1.722340 1.563600 0.3 1.4 1.6 -0.12
H -5.992710 -3.530120 -0.977930 0.2 0.1 -0.1 0.09
H -5.488720 -3.831020 0.676190 -0.1 -0.1 0.1 0.08
H -5.062660 -2.317720 -0.036780 -0.2 0.3 -0.3 0.07
H -7.927310 -3.287450 0.603500 0.2 -0.3 0.0 0.13
H -7.581410 -1.958680 -0.436280 -0.2 0.5 0.1 0.11
H -7.833020 -1.940120 2.138760 0.0 0.1 0.1 0.09
C 0.201720 1.790490 -2.330200 -0.7 1.5 0.5 -0.12
C 1.075820 1.257740 -3.430420 0.1 -0.5 1.4 -0.32
O 2.427870 1.661600 -3.288140 -0.1 0.6 -0.8 -0.07
H -0.059950 2.845100 -2.416370 0.4 0.4 -0.4 0.06
H 0.704830 1.746540 -1.364260 -0.1 -0.5 0.2 0.07
H -0.790630 1.340690 -2.298050 0.2 -0.6 0.1 0.07
H 0.654320 1.563940 -4.387850 0.6 -0.3 -0.2 0.12
H 1.054440 0.185860 -3.233670 -0.2 -0.4 -0.9 0.11
H 2.698010 1.590780 -2.369650 -0.1 -0.1 0.1 0.08
C -9.414090 4.367630 -0.166700 0.0 1.4 -1.2 -0.09
C -9.852360 3.189640 0.599740 -2.0 0.1 -0.1 -0.35
O -8.992030 2.855530 1.649920 1.4 -0.7 1.1 -0.11
H -10.029380 4.504430 -1.055980 -0.1 -0.5 -0.3 0.09
H -8.388830 4.293450 -0.529260 0.1 0.1 0.2 0.07
H -9.623970 5.324620 0.311010 0.6 -0.1 0.6 0.08
H -10.076690 2.361470 -0.072510 0.4 -0.4 0.1 0.12
H -10.807060 3.438010 1.063360 -0.3 0.0 -0.2 0.12
H -9.506900 2.826600 2.459660 0.0 0.0 -0.1 0.08
C -5.047520 1.621850 7.795630 -1.3 0.0 -0.8 -0.07
C -6.236780 0.666080 7.386120 2.6 0.6 -0.4 -0.25
O -6.703680 1.015200 6.038350 -0.2 0.1 0.4 -0.17
H -5.530580 2.598960 7.799810 0.4 0.3 0.6 0.07
H -4.248970 1.715970 7.059720 -0.2 -0.5 -0.4 0.06
H -4.538840 1.375580 8.727660 -0.5 0.0 0.2 0.08
H -7.035230 0.807900 8.114450 0.0 -0.5 -0.2 0.12
H -5.837970 -0.344130 7.293770 -0.5 -0.1 0.4 0.10
H -7.593960 1.330770 6.209830 -0.2 0.1 -0.5 0.07
C -6.515950 2.379280 -5.776110 -1.3 1.0 -0.5 -0.09
C -6.512520 3.867470 -6.256950 2.6 -1.3 0.2 -0.27
O -5.322480 4.025820 -7.067630 -0.1 0.1 -0.4 -0.11
H -6.695570 1.744620 -6.643890 0.2 -0.1 0.1 0.07
H -7.367050 2.266370 -5.104560 -0.1 -0.2 0.1 0.06
H -5.624280 2.061990 -5.235430 0.1 0.3 -0.2 0.06
H -6.375920 4.484360 -5.368760 -0.7 0.4 -0.1 0.09
H -7.305340 4.153350 -6.948190 -0.4 -0.2 0.7 0.11
H -4.599460 4.468720 -6.617420 -0.3 0.0 0.2 0.07
C -7.433530 10.207560 5.006550 -0.2 -1.3 0.6 -0.08
C -5.972280 9.803400 5.043880 2.0 1.2 -1.1 -0.30
O -5.474810 10.388000 3.822470 -0.1 0.4 -1.1 -0.12
H -7.973880 9.738630 5.828880 -0.1 0.4 0.3 0.07
H -7.930570 9.826430 4.114480 0.3 -0.1 -0.2 0.07
H -7.560480 11.289800 4.979520 0.2 -0.1 0.3 0.08
H -5.554510 8.799360 5.117780 -1.3 -0.8 -0.2 0.10
H -5.336520 10.267610 5.797810 -0.8 0.5 0.7 0.10
H -4.711020 9.991100 3.397380 0.0 -0.3 0.6 0.06
C -5.993890 10.496190 -2.500280 -1.0 -0.2 -1.0 -0.08
C -4.792040 10.988110 -3.267970 -0.5 1.0 0.0 -0.34
O -3.742960 11.212440 -2.398940 2.3 -0.2 1.7 -0.16
H -6.484740 11.181490 -1.809250 0.6 0.5 0.1 0.08
H -5.797770 9.584160 -1.936490 0.0 -0.2 -0.3 0.07
H -6.764430 10.369860 -3.260810 -0.3 -0.7 0.1 0.08
H -4.912040 11.998080 -3.659970 -1.1 -0.3 -1.0 0.12
H -4.430140 10.334680 -4.061800 -0.3 -0.2 0.1 0.12
H -4.039410 11.945950 -1.855190 0.4 0.0 0.3 0.09
C -0.346660 0.212620 3.622980 -0.3 0.4 -0.2 -0.08
C -1.403140 -0.596780 2.860400 1.5 0.5 -0.1 -0.32
O -2.721780 -0.422720 3.340650 -0.8 -0.3 0.3 -0.12
H -0.046350 -0.104040 4.621800 -0.1 -0.7 -0.2 0.08
H -0.664570 1.239100 3.805660 -0.2 0.2 -0.4 0.07
H 0.510360 0.232260 2.949760 0.3 0.1 0.3 0.08
H -1.088720 -1.640410 2.851870 -0.3 -0.2 0.1 0.12
H -1.362220 -0.290340 1.815170 -0.2 0.2 0.0 0.11
H -2.881380 -1.210390 3.865720 -0.4 0.1 0.2 0.08